a:
DFT (ωB97M-V/def2-TZVPD) results for C26H33N3O2 in the gas phase.

Bonds (Å) are listed after each position.
Positions of all 64 atoms, in Å:
1 O 2.388 -2.375 2.628  C6 1.221
2 O 0.372 1.233 -1.086  C28 1.214
3 N 0.045 -0.135 0.674  C20 1.445, C28 1.344, H58 1.008
4 N 2.984 -0.893 1.032  C6 1.355, C8 1.450, C22 1.445
5 N -3.293 0.218 0.418  C10 1.452, C29 1.442, C30 1.446
6 C 2.389 -2.033 1.456  O1 1.221, N4 1.355, C12 1.489
7 C 0.644 -4.878 -0.270  C17 1.382, C27 1.386, H43 1.079
8 C 3.039 -0.525 -0.370  N4 1.450, C15 1.547, C16 1.509, H55 1.105
9 C 4.056 3.569 -1.132  C11 1.385, C24 1.382, H60 1.080
10 C -2.845 0.014 -0.949  N5 1.452, C21 1.531, H35 1.099, H64 1.093
11 C 4.093 2.631 -2.150  C9 1.385, C25 1.381, H33 1.080
12 C 1.684 -2.822 0.407  C6 1.489, C17 1.390, C19 1.396
13 C -4.559 3.854 0.492  C31 1.524, H48 1.088, H57 1.088, H61 1.087
14 C 0.586 -2.965 -1.724  C19 1.387, C27 1.385, H53 1.080
15 C 1.664 -0.791 -1.027  C8 1.547, C19 1.496, C28 1.538, H40 1.093
16 C 3.438 0.912 -0.596  C8 1.509, C23 1.391, C25 1.389
17 C 1.351 -4.146 0.665  C7 1.382, C12 1.390, H51 1.080
18 C 3.117 1.391 1.826  C22 1.525, C23 1.500, H32 1.091, H36 1.093
19 C 1.299 -2.223 -0.794  C12 1.396, C14 1.387, C15 1.496
20 C -0.945 0.680 1.339  N3 1.445, C29 1.550, H34 1.095, H52 1.090
21 C -2.592 -1.465 -1.252  C10 1.531, C26 1.523, H39 1.092, H42 1.091
22 C 3.643 -0.032 1.986  N4 1.445, C18 1.525, H38 1.092, H62 1.097
23 C 3.421 1.850 0.431  C16 1.391, C18 1.500, C24 1.388
24 C 3.732 3.174 0.152  C9 1.382, C23 1.388, H45 1.081
25 C 3.788 1.311 -1.880  C11 1.381, C16 1.389, H47 1.081
26 C -3.836 -2.311 -1.021  C21 1.523, H46 1.086, H59 1.088, H63 1.088
27 C 0.260 -4.286 -1.463  C7 1.386, C14 1.385, H54 1.080
28 C 0.624 0.206 -0.490  O2 1.214, N3 1.344, C15 1.538
29 C -2.318 -0.029 1.451  N5 1.442, C20 1.550, H50 1.092, H56 1.097
30 C -4.143 1.371 0.615  N5 1.446, C31 1.537, H37 1.095, H41 1.095
31 C -3.500 2.759 0.467  C13 1.524, C30 1.537, H44 1.092, H49 1.092
32 H 3.583 2.052 2.557  C18 1.091
33 H 4.358 2.928 -3.153  C11 1.080
34 H -0.584 0.912 2.347  C20 1.095
35 H -1.944 0.593 -1.195  C10 1.099
36 H 2.037 1.403 1.998  C18 1.093
37 H -4.583 1.289 1.614  C30 1.095
38 H 3.434 -0.436 2.979  C22 1.092
39 H -2.277 -1.547 -2.295  C21 1.092
40 H 1.744 -0.583 -2.097  C15 1.093
41 H -4.962 1.289 -0.108  C30 1.095
42 H -1.774 -1.840 -0.635  C21 1.091
43 H 0.388 -5.908 -0.070  C7 1.079
44 H -2.950 2.806 -0.475  C31 1.092
45 H 3.716 3.898 0.954  C24 1.081
46 H -4.190 -2.177 -0.002  C26 1.086
47 H 3.821 0.579 -2.675  C25 1.081
48 H -5.258 3.730 -0.332  C13 1.088
49 H -2.795 2.927 1.283  C31 1.092
50 H -2.778 0.257 2.399  C29 1.092
51 H 1.654 -4.578 1.607  C17 1.080
52 H -1.024 1.606 0.768  C20 1.090
53 H 0.286 -2.504 -2.653  C14 1.080
54 H -0.294 -4.854 -2.195  C27 1.080
55 H 3.773 -1.176 -0.879  C8 1.105
56 H -2.130 -1.109 1.495  C29 1.097
57 H -5.121 3.820 1.424  C13 1.088
58 H 0.266 -1.018 1.108  N3 1.008
59 H -4.631 -2.012 -1.700  C26 1.088
60 H 4.287 4.603 -1.337  C9 1.080
61 H -4.097 4.835 0.405  C13 1.087
62 H 4.727 -0.047 1.814  C22 1.097
63 H -3.620 -3.365 -1.183  C26 1.088
64 H -3.648 0.362 -1.604  C10 1.093

Results
net charge: 0
gap between HOMO and LUMO: 8.451 eV
lowest unoccupied orbital energy: 0.46 eV



b:
DFT (ωB97M-V/def2-TZVPD) results for C26H33N3O2 in the gas phase.

Bonds (Å) are listed after each position.
Positions of all 64 atoms, in Å:
1 O 4.280 3.135 -0.754  C15 1.406, C23 1.364
2 O 0.928 -3.071 -0.624  C11 1.401, H33 0.973
3 N -3.226 2.076 0.565  N5 1.332, C6 1.413, C31 1.352
4 N -0.404 -0.785 0.261  C14 1.463, C16 1.457, C28 1.454
5 N -3.547 3.280 0.094  N3 1.332, C27 1.317
6 C -3.561 0.916 -0.170  N3 1.413, C12 1.398, C26 1.388
7 C -5.335 -0.368 -1.173  C9 1.387, C26 1.384, C30 1.497
8 C -2.050 -2.059 -1.964  C21 1.497, H40 1.087, H53 1.088, H62 1.087
9 C -4.374 -1.255 -1.636  C7 1.387, C21 1.388, H63 1.081
10 C 3.187 -0.960 1.574  C17 1.503, C19 1.549, H38 1.092, H44 1.092
11 C 2.085 -2.527 -0.050  O2 1.401, C19 1.541, H52 1.102, H54 1.095
12 C -2.591 0.026 -0.640  C6 1.398, C14 1.507, C21 1.400
13 C 3.818 1.117 0.320  C17 1.384, C23 1.395, H34 1.079
14 C -1.126 0.295 -0.412  N4 1.463, C12 1.507, H32 1.098, H35 1.101
15 C 5.003 3.895 -1.691  O1 1.406, H42 1.095, H50 1.095, H60 1.089
16 C 0.958 -0.361 0.555  N4 1.457, C19 1.536, H36 1.106, H37 1.094
17 C 3.994 -0.240 0.531  C10 1.503, C13 1.384, C25 1.393
18 C 5.678 -0.240 -1.186  C25 1.381, C29 1.386, H58 1.080
19 C 1.827 -1.513 1.081  C10 1.549, C11 1.541, C16 1.536, C22 1.538
20 C -2.579 3.493 2.105  C27 1.402, C31 1.374, H55 1.071
21 C -3.020 -1.071 -1.397  C8 1.497, C9 1.388, C12 1.400
22 C 1.127 -2.165 2.285  C19 1.538, C24 1.526, H39 1.091, H59 1.094
23 C 4.553 1.804 -0.646  O1 1.364, C13 1.395, C29 1.389
24 C -0.339 -2.482 2.004  C22 1.526, C28 1.524, H43 1.092, H47 1.089
25 C 4.946 -0.914 -0.229  C17 1.393, C18 1.381, H61 1.079
26 C -4.909 0.728 -0.443  C6 1.388, C7 1.384, H57 1.079
27 C -3.155 4.146 1.006  N5 1.317, C20 1.402, H48 1.072
28 C -1.050 -1.240 1.481  N4 1.454, C24 1.524, H45 1.106, H49 1.093
29 C 5.489 1.115 -1.408  C18 1.386, C23 1.389, H41 1.078
30 C -6.787 -0.570 -1.481  C7 1.497, H46 1.090, H56 1.087, H64 1.087
31 C -2.646 2.159 1.783  N3 1.352, C20 1.374, H51 1.071
32 H -0.643 0.436 -1.388  C14 1.098
33 H 0.288 -2.340 -0.690  O2 0.973
34 H 3.110 1.683 0.905  C13 1.079
35 H -1.010 1.240 0.143  C14 1.101
36 H 0.952 0.455 1.301  C16 1.106
37 H 1.402 0.033 -0.364  C16 1.094
38 H 3.768 -1.800 1.960  C10 1.092
39 H 1.657 -3.077 2.565  C22 1.091
40 H -2.517 -2.629 -2.763  C8 1.087
41 H 6.076 1.615 -2.161  C29 1.078
42 H 6.077 3.881 -1.477  C15 1.095
43 H -0.825 -2.819 2.922  C24 1.092
44 H 2.994 -0.275 2.403  C10 1.092
45 H -1.020 -0.456 2.261  C28 1.106
46 H -7.040 -0.066 -2.413  C30 1.090
47 H -0.409 -3.281 1.267  C24 1.089
48 H -3.296 5.197 0.849  C27 1.072
49 H -2.096 -1.467 1.260  C28 1.093
50 H 4.832 3.544 -2.714  C15 1.095
51 H -2.361 1.284 2.330  C31 1.071
52 H 2.681 -2.026 -0.829  C11 1.102
53 H -1.726 -2.759 -1.196  C8 1.088
54 H 2.667 -3.371 0.334  C11 1.095
55 H -2.179 3.933 2.996  C20 1.071
56 H -7.411 -0.153 -0.694  C30 1.087
57 H -5.616 1.458 -0.079  C26 1.079
58 H 6.414 -0.770 -1.773  C18 1.080
59 H 1.180 -1.475 3.132  C22 1.094
60 H 4.631 4.914 -1.594  C15 1.089
61 H 5.116 -1.968 -0.065  C25 1.079
62 H -1.168 -1.563 -2.360  C8 1.087
63 H -4.688 -2.111 -2.216  C9 1.081
64 H -7.017 -1.626 -1.595  C30 1.087

Results
net charge: 0
gap between HOMO and LUMO: 9.245 eV
lowest unoccupied orbital energy: 0.73 eV



Least stable structure: b



a:
DFT (ωB97M-V/def2-TZVPD) results for 2 unconnected molecules or ions with the total composition C3H11NOS.

Bonds (Å) are listed after each position.
Positions of all 17 atoms, in Å:
1 S -1.382 -2.205 -1.575  C4 1.734, H10 1.369
2 O -0.866 3.578 6.073  H11 0.984, H15 0.951
3 N 1.778 1.364 -0.067  C6 1.423, H7 1.018, H17 1.013
4 C 0.086 -1.378 -1.983  S1 1.734, C5 1.558, H9 1.094, H12 1.104
5 C 0.477 0.084 -1.612  C4 1.558, C6 1.514, H14 1.089, H16 1.096
6 C 1.399 0.036 -0.411  N3 1.423, C5 1.514, H8 1.090, H13 1.115
7 H 0.906 1.889 -0.039  N3 1.018
8 H 2.288 -0.571 -0.578  C6 1.090
9 H 0.905 -2.072 -1.770  C4 1.094
10 H -2.191 -1.639 -2.523  S1 1.369
11 H -1.022 3.063 5.250  O2 0.984
12 H 0.074 -1.321 -3.085  C4 1.104
13 H 0.796 -0.507 0.353  C6 1.115
14 H 0.861 0.647 -2.461  C5 1.089
15 H -0.126 3.142 6.483  O2 0.951
16 H -0.468 0.574 -1.350  C5 1.096
17 H 2.522 1.764 0.493  N3 1.013

Results
net charge: +1
spin multiplicity: 2
gap between HOMO and LUMO (spin up / spin down): 10.320 / 4.049 eV
lowest unoccupied orbital energy (spin up / spin down): -3.17 / -8.85 eV



b:
DFT (ωB97M-V/def2-TZVPD) results for 2 unconnected molecules or ions with the total composition C3H11NOS.

Bonds (Å) are listed after each position.
Positions of all 17 atoms, in Å:
1 S -2.120 1.491 -0.432  C6 1.850, H13 1.337
2 O -0.090 1.517 2.863  H11 1.021, H15 0.953
3 N 0.951 0.155 0.457  C5 1.431, H7 1.022, H9 0.984
4 C 0.729 -1.427 -1.486  C5 1.534, H10 1.090, H14 1.072, H16 1.112
5 C 0.263 -0.161 -0.758  N3 1.431, C4 1.534, C6 1.526, H17 1.118
6 C -1.206 -0.116 -0.349  S1 1.850, C5 1.526, H8 1.153, H12 1.097
7 H 1.251 -0.643 1.020  N3 1.022
8 H -1.901 -0.662 -1.089  C6 1.153
9 H 1.737 0.677 0.178  N3 0.984
10 H 0.426 -1.497 -2.531  C4 1.090
11 H 0.224 0.871 2.137  O2 1.021
12 H -1.310 -0.669 0.592  C6 1.097
13 H -1.070 2.288 -0.206  S1 1.337
14 H 0.509 -2.311 -0.921  C4 1.072
15 H -0.541 0.997 3.521  O2 0.953
16 H 1.816 -1.190 -1.500  C4 1.112
17 H 0.331 0.677 -1.496  C5 1.118

Results
net charge: +1
spin multiplicity: 2
gap between HOMO and LUMO (spin up / spin down): 10.472 / 5.400 eV
lowest unoccupied orbital energy (spin up / spin down): -3.99 / -9.00 eV



Least stable structure: a



a:
DFT (ωB97M-V/def2-TZVPD) results for C2H3NO3 in the gas phase.

Bonds (Å) are listed after each position.
Positions of all 9 atoms, in Å:
1 O 1.668 1.569 0.012  C6 1.205
2 O 2.127 -0.691 -0.099  C6 1.421, H9 1.047
3 O -2.248 0.004 -0.012  N4 1.364, H7 1.000
4 N -1.099 0.716 -0.201  O3 1.364, C5 1.289
5 C -0.096 -0.039 0.089  N4 1.289, C6 1.443, H8 1.175
6 C 1.266 0.433 0.016  O1 1.205, O2 1.421, C5 1.443
7 H -3.012 0.649 -0.021  O3 1.000
8 H -0.177 -1.103 0.581  C5 1.175
9 H 1.571 -1.539 -0.365  O2 1.047

Results
net charge: 0
gap between HOMO and LUMO: 10.564 eV
lowest unoccupied orbital energy: -0.17 eV



b:
DFT (ωB97M-V/def2-TZVPD) results for 2 unconnected molecules or ions with the total composition C2H3NO3.

Bonds (Å) are listed after each position.
Positions of all 9 atoms, in Å:
1 O 1.756 0.043 0.349  C5 1.338, H8 0.971
2 O -2.895 0.009 0.060  C6 1.150
3 O 0.354 -1.680 0.041  C5 1.197
4 N -0.696 0.795 -0.039  C6 1.198, H9 0.998
5 C 0.868 -0.672 -0.351  O1 1.338, O3 1.197, H7 1.100
6 C -1.855 0.498 0.033  O2 1.150, N4 1.198
7 H 0.851 -0.323 -1.394  C5 1.100
8 H 1.824 -0.329 1.243  O1 0.971
9 H -0.208 1.660 0.057  N4 0.998

Results
net charge: 0
gap between HOMO and LUMO: 11.065 eV
lowest unoccupied orbital energy: 0.56 eV



c:
DFT (ωB97M-V/def2-TZVPD) results for C2H3NO3 in the gas phase.

Bonds (Å) are listed after each position.
Positions of all 9 atoms, in Å:
1 O 0.992 0.560 -0.387  N4 1.513, C6 1.358
2 O -0.532 -1.187 -0.185  C5 1.415, C6 1.470
3 O -2.371 -0.050 -0.051  C5 1.175
4 N -0.284 1.174 0.146  O1 1.513, C5 1.509, H8 0.969
5 C -1.215 0.050 -0.237  O2 1.415, O3 1.175, N4 1.509
6 C 0.831 -0.705 0.083  O1 1.358, O2 1.470, H7 1.240, H9 1.177
7 H 1.782 -1.420 -0.265  C6 1.240
8 H -0.391 2.037 -0.281  N4 0.969
9 H 1.188 -0.458 1.177  C6 1.177

Results
net charge: 0
gap between HOMO and LUMO: 11.045 eV
lowest unoccupied orbital energy: 0.63 eV



d:
DFT (ωB97M-V/def2-TZVPD) results for 2 unconnected molecules or ions with the total composition C2H3NO3.

Bonds (Å) are listed after each position.
Positions of all 9 atoms, in Å:
1 O -0.338 -1.322 -0.427  N4 1.413, H9 0.962
2 O 0.788 -3.750 -0.447  C5 1.181
3 O 2.647 -2.612 0.370  C5 1.154
4 N -0.430 -0.208 0.437  O1 1.413, C6 1.267
5 C 1.675 -3.111 0.000  O2 1.181, O3 1.154
6 C 0.470 0.641 0.165  N4 1.267, H7 1.054, H8 1.138
7 H 1.051 0.592 -0.713  C6 1.054
8 H 0.751 1.370 0.992  C6 1.138
9 H -1.012 -1.950 -0.149  O1 0.962

Results
net charge: 0
gap between HOMO and LUMO: 10.877 eV
lowest unoccupied orbital energy: 0.60 eV



Least stable structure: c



a:
DFT (ωB97M-V/def2-TZVPD) results for C2H3NO3 in the gas phase.

Bonds (Å) are listed after each position.
Positions of all 9 atoms, in Å:
1 O -0.839 -1.200 1.565  N4 1.262
2 O 1.274 -0.919 1.100  N4 1.183
3 O -1.655 0.108 -0.346  C6 1.317, H8 1.024
4 N 0.123 -0.790 0.858  O1 1.262, O2 1.183, C6 1.442
5 C 0.931 0.823 -1.181  C6 1.791, H7 1.148, H9 1.123
6 C -0.354 0.132 -0.142  O3 1.317, N4 1.442, C5 1.791
7 H 1.824 0.739 -0.465  C5 1.148
8 H -1.862 -0.618 0.346  O3 1.024
9 H 0.557 1.725 -1.735  C5 1.123

Results
net charge: 0
gap between HOMO and LUMO (spin up / spin down): 7.632 / 8.726 eV
lowest unoccupied orbital energy (spin up / spin down): -1.44 / -1.41 eV



b:
DFT (ωB97M-V/def2-TZVPD) results for 2 unconnected molecules or ions with the total composition C2H3NO3.

Bonds (Å) are listed after each position.
Positions of all 9 atoms, in Å:
1 O 2.876 -0.419 1.116  C6 1.138
2 O 2.882 -1.013 -1.081  C6 1.137
3 O -0.214 1.253 -1.029  N4 1.202
4 N -0.738 1.246 0.053  O3 1.202, C5 1.446
5 C -1.675 0.154 0.194  N4 1.446, H7 1.065, H8 1.101, H9 1.191
6 C 2.878 -0.703 0.014  O1 1.138, O2 1.137
7 H -1.239 -0.661 0.723  C5 1.065
8 H -2.073 -0.275 -0.738  C5 1.101
9 H -2.697 0.417 0.747  C5 1.191

Results
net charge: 0
gap between HOMO and LUMO: 9.373 eV
lowest unoccupied orbital energy: -0.13 eV



c:
DFT (ωB97M-V/def2-TZVPD) results for 2 unconnected molecules or ions with the total composition C2H3NO3.

Bonds (Å) are listed after each position.
Positions of all 9 atoms, in Å:
1 O -0.047 2.130 -0.116  C5 1.218
2 O -2.538 -0.610 0.149  C6 1.114
3 O 1.305 -1.100 -0.049  N4 1.415, H9 0.986
4 N 0.598 0.018 -0.553  O3 1.415, C5 1.351, H8 1.075
5 C 0.467 1.090 0.257  O1 1.218, N4 1.351, H7 1.165
6 C -1.970 -1.425 -0.354  O2 1.114
7 H 0.656 0.918 1.394  C5 1.165
8 H 0.528 0.283 -1.593  N4 1.075
9 H 1.002 -1.305 0.866  O3 0.986

Results
net charge: 0
gap between HOMO and LUMO: 10.458 eV
lowest unoccupied orbital energy: 0.58 eV



Least stable structure: a